# 1
ORCA calculation (ωB97M-V/def2-TZVPD) on the ion C3H5NO3P with charge -1.

Positions of all 13 atoms, in Å:
C1 -0.9800 -0.7171 0.5490
N1 -0.2302 0.3883 0.1657
C2 -0.5011 1.6202 1.1855
O1 0.1686 2.5983 1.0525
O2 -1.4692 1.3943 1.8642
C3 0.7680 0.4149 -0.7033
O3 1.4060 1.3477 -1.1353
P1 1.5807 -1.3345 -1.1285
H1 -0.8215 -0.8981 1.6694
H2 -1.9726 -0.4947 0.3153
H3 -0.3533 -1.5841 0.0926
H4 0.3509 -1.9423 -1.5923
H5 2.0535 -0.7930 -2.3348

The SMILES is CN(C(=O)[O-])C(=O)P. The frontier orbital gap is 8.5 eV. As for the total charge: -1.

---

# 2
ORCA calculation (ωB97M-V/def2-TZVPD) on a cluster of 7 separate species, C32H57F2NO13P2 in total.

Positions of all 107 atoms, in Å:
C1 -3.6483 -0.8879 0.5324
C2 -2.8484 -0.0215 0.2603
C3 -1.7383 0.9581 0.2798
C4 -0.5271 0.5248 -0.3156
C5 0.5664 1.4339 -0.3533
C6 0.4726 2.7521 0.1915
C7 1.7296 3.6236 0.1221
C8 2.7386 3.3580 1.2908
O1 2.1037 3.1210 2.5500
C9 1.9928 1.7705 2.8450
O2 2.9356 1.1558 3.2476
C10 -0.7741 3.1782 0.7649
C11 -0.9488 4.6196 1.3027
C12 -0.3544 4.8270 2.7307
F1 -0.4432 5.5547 0.3750
C13 -1.8806 2.2689 0.8333
P1 -3.4484 2.8291 1.6380
O3 -3.0712 3.4742 2.9120
O4 -4.1434 3.9614 0.6901
O5 -4.4426 1.6034 1.9984
C14 1.8372 0.8989 -1.0380
O6 2.9609 1.1231 -0.6704
C15 1.5685 -0.0180 -2.2453
C16 2.5155 0.1252 -3.4473
C17 3.3545 -1.1320 -3.7821
C18 4.1140 -1.7008 -2.5689
F2 4.3343 -0.7134 -4.7108
C19 0.5210 -0.8642 -2.2155
P2 0.0230 -1.9904 -3.5832
N1 -0.2328 -1.1108 -4.8813
C20 -0.3524 -0.8623 -0.9518
O7 -0.8153 -1.8779 -0.5009
H1 -4.1869 -1.8226 0.6984
H2 1.5351 4.7037 0.0825
H3 2.2954 3.3868 -0.7996
H4 3.4471 2.5449 1.0689
H5 3.3493 4.2758 1.4053
H6 0.9667 1.3415 2.7189
H7 -2.0147 4.8801 1.3916
H8 -1.1695 5.1590 3.3991
H9 0.4944 5.5249 2.7438
H10 -0.0807 3.8277 3.1048
H11 -4.3364 3.6148 -0.1982
H12 -4.9633 1.3772 1.2069
H13 3.1739 0.9889 -3.2502
H14 1.8790 0.3607 -4.3232
H15 2.7521 -1.8841 -4.3155
H16 4.5914 -2.6483 -2.8927
H17 4.9281 -0.9994 -2.3070
H18 3.4364 -1.9011 -1.7226
H19 -1.2035 -2.6027 -3.2110
H20 1.0040 -2.9888 -3.8130
H21 -1.2054 -1.2183 -5.1658
C21 6.7025 1.2955 1.0001
C22 6.5103 -0.0634 1.6477
O8 6.2781 0.0669 3.0447
H22 7.5423 1.8205 1.4584
H23 6.8908 1.1972 -0.0712
H24 5.8159 1.9186 1.1426
H25 7.4035 -0.6756 1.5215
H26 5.6638 -0.5904 1.1933
H27 5.4815 0.5997 3.1564
C23 -6.2653 -4.5657 3.2268
C24 -6.2029 -4.0851 1.7902
O9 -4.9062 -3.5723 1.4820
H28 -6.0264 -3.7512 3.9121
H29 -7.2581 -4.9486 3.4680
H30 -5.5339 -5.3589 3.4012
H31 -6.9186 -3.2805 1.6249
H32 -6.4355 -4.9003 1.0982
H33 -4.2695 -4.2822 1.6162
C25 0.8894 -2.2721 3.7594
C26 -0.4975 -1.6621 3.6831
O10 -0.4395 -0.3375 3.1587
H34 1.5411 -1.6621 4.3869
H35 0.8503 -3.2827 4.1700
H36 1.3473 -2.3160 2.7675
H37 -0.9434 -1.5995 4.6751
H38 -1.1525 -2.2669 3.0475
H39 -0.0575 -0.3955 2.2752
C27 -5.1515 -1.5703 -7.3033
C28 -3.7698 -2.1094 -6.9851
O11 -3.8177 -3.0163 -5.8848
H40 -5.5718 -1.0618 -6.4341
H41 -5.1153 -0.8683 -8.1381
H42 -5.8337 -2.3843 -7.5618
H43 -3.0980 -1.2971 -6.7088
H44 -3.3466 -2.6252 -7.8528
H45 -4.4016 -3.7411 -6.1298
C29 6.2339 -6.4625 -4.6079
C30 5.4893 -5.1428 -4.6745
O12 5.5841 -4.4409 -3.4357
H46 5.8332 -7.0866 -3.8076
H47 6.1534 -7.0054 -5.5512
H48 7.2920 -6.2982 -4.3896
H49 4.4308 -5.3114 -4.8721
H50 5.8920 -4.5110 -5.4723
H51 6.5178 -4.2800 -3.2620
C31 -4.2715 6.4470 6.1229
C32 -4.0456 5.0416 6.6497
O13 -4.8132 4.0951 5.9185
H52 -5.3282 6.7125 6.1869
H53 -3.6902 7.1773 6.6899
H54 -3.9850 6.5140 5.0703
H55 -4.3508 4.9722 7.6941
H56 -2.9864 4.7701 6.5811
H57 -4.5350 4.1479 4.9953

The SMILES is C#Cc1c2c(c(CCOC=O)c([C@@H](C)F)c1P(=O)(O)O)C(=O)C(C[C@H](C)F)=C([PH2]=N)C2=O.CCO.CCO.CCO.CCO.CCO.CCO. The frontier orbital gap is 7.4 eV. As for the total charge: 0.

---

# 3
ORCA calculation (ωB97M-V/def2-TZVPD) on a structure of composition C17H21F3N5O10V.

Positions of all 57 atoms, in Å:
V1 0.4031 -0.0140 0.5012
O1 -2.3931 1.4902 -1.0747
C1 -2.1449 0.3656 -0.7644
O2 -0.7806 0.0106 -0.6878
C2 -3.1647 -0.6485 -0.4566
C3 -4.4586 -0.1644 -0.5037
C4 -5.5377 -0.9951 -0.2690
C5 -5.3528 -2.3506 -0.0519
C6 -4.0836 -2.8600 -0.0107
C7 -2.8861 -2.0283 -0.0759
O3 -1.7572 -2.4263 0.2389
N1 -3.9726 -4.2956 0.1563
O4 -4.9300 -4.8997 0.6015
O5 -2.9449 -4.8406 -0.2047
N2 -6.8836 -0.4516 -0.2865
O6 -7.8116 -1.2245 -0.1368
O7 -7.0101 0.7480 -0.4486
H1 -4.6301 0.8779 -0.7329
H2 -6.2064 -3.0016 0.0704
C8 -0.6373 -0.2623 3.3157
O8 -0.2583 -0.2758 1.9519
H3 0.1947 0.0962 3.9169
H4 -0.8880 -1.2833 3.5945
H5 -1.5023 0.3879 3.4277
F1 -1.0216 2.3345 1.2695
C9 0.2043 1.9547 0.8937
F2 0.5829 2.7468 -0.1179
F3 1.0213 2.2355 1.9439
C10 0.6427 -5.7297 -1.4459
N3 0.9317 -4.4805 -0.7736
C11 1.2403 -4.3885 0.6372
C12 1.4390 -2.8882 0.7938
O9 1.7661 -2.3182 1.8201
N4 1.1766 -2.2721 -0.3998
C13 0.7904 -3.2396 -1.2374
N5 0.3834 -2.9661 -2.4914
H6 1.4358 -6.4425 -1.2201
H7 0.6317 -5.5777 -2.5234
H8 -0.3132 -6.1367 -1.1312
H9 2.1305 -4.9535 0.9149
H10 0.3925 -4.7148 1.2448
H11 0.1266 -2.0014 -2.6322
H12 -0.2292 -3.6333 -2.9314
C14 4.1204 -0.7551 0.1096
C15 3.3501 0.5300 -0.1494
C16 3.8292 1.6507 0.7596
C17 3.3876 0.9281 -1.6146
O10 1.9629 0.2530 0.1706
H13 5.1812 -0.5642 -0.0465
H14 3.7922 -1.5420 -0.5691
H15 3.9596 -1.0928 1.1333
H16 4.8943 1.8078 0.5940
H17 3.6706 1.3842 1.8043
H18 3.2989 2.5789 0.5532
H19 4.4203 1.0804 -1.9263
H20 2.8280 1.8498 -1.7763
H21 2.9486 0.1387 -2.2262

The frontier orbital gap is 6.6 eV. As for the total charge: 0.

---

# 4
ORCA calculation (ωB97M-V/def2-TZVPD) on a structure of composition C24H30Cl2NOPReS.

Positions of all 61 atoms, in Å:
Re1 -3.8802 -3.3659 14.5465
Cl1 -2.8486 -8.1960 14.1028
C1 -3.7571 -7.2175 13.0505
C2 -4.3616 -7.8389 11.9095
C3 -5.0606 -7.1152 10.9774
Cl2 -5.7019 -7.8576 9.5822
C4 -5.1785 -5.6944 11.1031
C5 -5.8024 -4.7708 10.2574
C6 -5.8467 -3.3844 10.5472
C7 -5.3509 -2.9830 11.7933
N1 -4.7391 -3.8148 12.6231
C8 -4.6334 -5.1073 12.2851
C9 -3.9544 -5.8747 13.2898
O1 -3.5113 -5.1691 14.3300
H1 -4.2858 -8.9031 11.7785
H2 -6.1934 -5.1516 9.3273
H3 -6.2651 -2.6715 9.8707
H4 -5.3900 -1.9171 11.9998
C10 -5.3802 -5.0615 17.4125
C11 -5.7585 -3.5379 17.3714
C12 -6.8294 -3.2599 18.4605
P1 -6.1171 -3.0975 15.6374
C13 -7.3207 -4.1679 14.7595
C14 -8.6940 -3.8793 15.2701
C15 -6.8965 -5.6830 14.7494
C16 -6.6711 -1.3165 15.4259
C17 -7.6901 -0.8106 16.4669
C18 -5.5377 -0.2939 15.2346
H5 -5.0270 -5.3080 18.3545
H6 -4.4977 -5.2663 16.7858
H7 -6.2871 -5.6329 17.2395
H8 -4.9120 -2.9455 17.6705
H9 -7.8958 -3.4216 18.2198
H10 -6.7382 -2.2156 18.7555
H11 -6.6460 -3.9267 19.3340
H12 -7.2267 -3.7918 13.6801
H13 -8.6284 -3.9638 16.3770
H14 -9.3850 -4.6262 14.8978
H15 -8.9599 -2.8739 15.0828
H16 -7.2464 -6.0635 15.7125
H17 -5.8134 -5.8801 14.7240
H18 -7.4539 -6.2096 13.9806
H19 -7.2827 -1.3792 14.4847
H20 -7.1475 -0.3131 17.2576
H21 -8.2900 -1.5582 16.9654
H22 -8.3636 -0.1449 16.0091
H23 -4.8868 -0.1825 16.1099
H24 -5.9768 0.6986 15.0845
H25 -4.9702 -0.5146 14.3461
S1 -2.2531 -2.3867 15.7294
C19 -2.4378 -2.3164 17.5146
C20 -2.5364 -1.0405 18.0774
C21 -2.9301 -0.9258 19.3935
C22 -3.2838 -2.0894 20.1125
C23 -3.1404 -3.3529 19.5955
C24 -2.6505 -3.4518 18.2704
H26 -2.3633 -0.1642 17.5162
H27 -3.0773 0.1003 19.7436
H28 -3.7810 -1.9391 21.1150
H29 -3.3849 -4.2476 20.1522
H30 -2.4104 -4.4190 17.8437

The frontier orbital gap (alpha / beta) is 6.6 / 6.3 eV. Its spin multiplicity is 4. As for the total charge: +2.

---

Number 1: DFT total energy -739.179464 hartree. Number 2: DFT total energy -3168.707662 hartree. Number 3: DFT total energy -2930.054388 hartree. Number 4: DFT total energy -2800.136450 hartree.